Computed, not measured: a gas-phase ion, C3H9N2O (charge +1), with the ωB97M-V functional and the def2-TZVPD basis.

The geometry in XYZ format:
```
15
Properties=species:S:1:pos:R:3:nbo_charge:R:1
C 1.391 0.889 -0.468 0.1057
C -0.482 -0.340 0.641 0.0883
C -1.653 -0.677 -0.328 -0.6482
N 1.083 -1.293 -0.200 -0.2733
N -0.026 1.033 0.383 -0.6132
O 1.932 -0.263 0.147 -0.3362
H 1.051 0.462 -1.389 0.2136
H 1.976 1.750 -0.525 0.2363
H -0.416 -0.616 1.639 0.2233
H -2.454 0.047 -0.194 0.2262
H -2.000 -1.674 -0.150 0.2642
H -1.248 -0.482 -1.355 0.2369
H 1.276 -2.015 0.520 0.3678
H 0.392 1.584 1.211 0.4521
H -0.821 1.596 0.070 0.4564
```

* LUMO: -0.1379 Eh
* HOMO level: -14.1887 eV
* relative energy (zero: lowest compared OMol25 entry of this formula, charge and spin): 127.1 kcal per mole
* energy: -304.04780 Eh
* total charge: +1
* orbital gap: 10.4 eV
* max |F|: 0.095 hartree/bohr


Computed, not measured: 5 unconnected molecules or ions with the total composition C13H36N2O5, with the ωB97M-V functional and the def2-TZVPD basis.

The geometry in XYZ format:
```
56
Properties=species:S:1:pos:R:3:nbo_charge:R:1
C -0.207 -2.177 0.086 -0.6002
C 1.229 -1.668 0.521 0.1247
C 1.565 -2.403 1.800 -0.6573
C 2.181 -2.062 -0.643 -0.4134
C 3.525 -1.317 -0.476 -0.4087
C 3.322 0.150 -0.215 -0.4076
C 2.369 0.561 0.900 0.1043
C 3.010 0.414 2.265 -0.6418
C 2.030 2.018 0.580 -0.6088
N 1.137 -0.244 0.671 -0.1937
O 0.212 0.092 1.675 -0.5854
H -0.116 -3.239 0.196 0.2030
H -1.002 -1.765 0.688 0.2264
H -0.364 -1.995 -0.987 0.2008
H 0.759 -2.253 2.530 0.2078
H 1.723 -3.442 1.718 0.2213
H 2.443 -2.042 2.248 0.2068
H 2.338 -3.128 -0.588 0.2208
H 1.818 -1.577 -1.552 0.2230
H 4.101 -1.778 0.312 0.1911
H 4.159 -1.438 -1.372 0.2199
H 2.957 0.719 -1.102 0.2327
H 4.275 0.578 0.236 0.2104
H 2.283 0.069 3.002 0.1861
H 3.449 1.341 2.701 0.2297
H 3.794 -0.349 2.253 0.2155
H 1.304 2.484 1.246 0.2162
H 1.757 2.160 -0.499 0.2347
H 2.969 2.533 0.809 0.2016
H 0.656 -0.077 2.527 0.4423
C -3.201 -0.103 2.824 -0.2419
O -3.564 0.220 1.541 -0.5611
C -3.134 1.547 1.030 -0.0732
C -2.326 1.349 -0.267 -0.0758
C -1.740 2.667 -0.677 -0.6372
N -3.186 0.778 -1.422 -0.8861
H -2.127 -0.398 2.943 0.1657
H -3.850 -0.977 3.071 0.1885
H -3.498 0.676 3.557 0.1595
H -4.045 2.099 0.832 0.1808
H -2.492 2.044 1.708 0.1832
H -1.542 0.610 -0.105 0.2181
H -1.122 3.235 0.058 0.2256
H -2.588 3.313 -0.932 0.1951
H -1.101 2.642 -1.594 0.2347
H -3.925 1.415 -1.746 0.3612
H -3.568 -0.115 -1.137 0.3904
O -2.043 0.647 -4.152 -1.0085
H -1.976 1.349 -4.790 0.4817
H -2.430 0.979 -3.285 0.5121
O -2.807 -2.102 -4.073 -0.9620
H -1.970 -2.429 -3.723 0.4599
H -2.667 -1.166 -4.188 0.4918
O 0.759 0.733 -2.490 -0.9601
H -0.121 0.554 -2.867 0.4830
H 0.585 0.272 -1.645 0.4722
```

* LUMO: 0.0200 Eh
* HOMO level: -9.1692 eV
* relative energy (zero: lowest compared OMol25 entry of this formula, charge and spin): 72.0 kcal per mole
* energy: -1002.54290 Eh
* total charge: 0
* orbital gap: 9.7 eV
* SMILES string: CC1(C)CCCC(C)(C)N1O.COC[C@H](C)N.O.O.O
* max |F|: 0.056 hartree/bohr


Computed, not measured: C7H9N in the gas phase, with the ωB97M-V functional and the def2-TZVPD basis.

The geometry in XYZ format:
```
17
Properties=species:S:1:pos:R:3:nbo_charge:R:1
C -2.673 0.295 -0.146 -0.3427
N -1.690 -0.702 -0.024 -0.6002
C -0.270 -0.359 -0.083 0.1318
C 0.659 -1.352 -0.035 -0.2266
C 2.015 -1.060 -0.060 -0.1764
C 2.529 0.267 -0.020 -0.2373
C 1.562 1.275 0.006 -0.1864
C 0.171 0.969 0.074 -0.2721
H -2.700 0.967 0.772 0.1305
H -2.484 0.914 -0.881 0.1926
H -3.494 0.062 -0.072 0.1714
H -1.807 -1.471 0.899 0.3747
H 0.416 -2.596 -0.107 0.2176
H 2.686 -1.703 -0.129 0.1809
H 3.657 0.313 -0.132 0.2202
H 1.864 2.220 0.058 0.1957
H -0.442 1.960 -0.120 0.2261
```

* LUMO: 0.0373 Eh
* HOMO level: -8.1036 eV
* relative energy (zero: lowest compared OMol25 entry of this formula, charge and spin): 108.5 kcal per mole
* energy: -326.71803 Eh
* total charge: 0
* orbital gap: 9.1 eV
* SMILES string: CNc1ccccc1
* max |F|: 0.311 hartree/bohr


Computed, not measured: C4H9ClN2S in the gas phase, with the ωB97M-V functional and the def2-TZVPD basis.

The geometry in XYZ format:
```
17
Properties=species:S:1:pos:R:3:nbo_charge:R:1
C 0.886 0.997 0.072 -0.2416
C -0.524 -0.473 1.272 -0.1096
C 1.174 0.256 -1.219 -0.5516
C -0.231 -1.993 -0.181 -0.5020
N -0.370 0.795 0.705 -0.3086
N -1.534 1.378 0.213 -0.6682
S 1.271 -1.566 -1.014 0.2130
Cl -0.102 -3.413 0.792 -0.0176
H 1.688 0.407 0.703 0.2126
H 1.082 2.124 -0.070 0.2055
H -1.532 -0.729 1.698 0.2291
H 0.321 -0.702 1.919 0.1975
H 0.333 0.578 -1.971 0.1930
H 1.978 0.633 -1.793 0.2464
H -1.076 -2.126 -0.885 0.2074
H -1.576 2.349 0.486 0.3452
H -1.790 1.487 -0.726 0.3495
```

* LUMO: 0.0270 Eh
* HOMO level: -7.5995 eV
* relative energy (zero: lowest compared OMol25 entry of this formula, charge and spin): 67.0 kcal per mole
* energy: -1125.56730 Eh
* total charge: 0
* orbital gap: 8.3 eV
* max |F|: 0.089 hartree/bohr


Computed, not measured: C6H9N3O2 in the gas phase, with the ωB97M-V functional and the def2-TZVPD basis.

The geometry in XYZ format:
```
20
Properties=species:S:1:pos:R:3:nbo_charge:R:1
C 1.755 -0.458 0.512 -0.4242
N 0.393 -0.156 0.926 -0.6336
C -0.404 0.617 0.019 0.5592
N 0.274 1.804 -0.356 -0.8315
O -0.785 -0.143 -1.172 -0.5490
C -1.932 -0.906 -0.908 -0.1984
C -2.588 -0.341 0.336 0.5943
O -3.544 -0.774 0.907 -0.4778
C -1.764 0.887 0.722 -0.4796
C -2.432 2.044 0.190 0.2864
N -2.959 2.947 -0.272 -0.2932
H 2.346 0.454 0.563 0.2030
H 2.168 -1.177 1.215 0.2136
H 1.809 -0.876 -0.501 0.1814
H -0.098 -1.012 1.163 0.3576
H 1.102 1.587 -0.895 0.3774
H -0.324 2.407 -0.909 0.3875
H -1.688 -1.967 -0.753 0.2027
H -2.614 -0.835 -1.762 0.2285
H -1.645 0.991 1.801 0.2957
```

* LUMO: 0.0176 Eh
* HOMO level: -9.7717 eV
* relative energy (zero: lowest compared OMol25 entry of this formula, charge and spin): 40.0 kcal per mole
* energy: -548.75762 Eh
* total charge: 0
* orbital gap: 10.2 eV
* SMILES string: CN[C@@]1(N)OCC(=O)[C@@H]1C#N
* max |F|: 0.012 hartree/bohr


Computed, not measured: a molecular structure, C39H40F5IN2O5SSbSeTl, with the ωB97M-V functional and the def2-TZVPD basis.

The geometry in XYZ format:
```
96
Properties=species:S:1:pos:R:3:lowdin_charge:R:1
Tl 0.871 -1.000 0.258 0.8140
O 4.058 0.194 3.643 0.1545
C 3.112 0.088 2.721 -0.4761
O 2.844 -0.923 2.130 -0.0215
C 2.405 1.395 2.462 -0.1874
C 2.829 2.599 2.995 0.0483
C 2.135 3.746 2.636 0.0080
C 1.022 3.635 1.810 0.0324
C 0.680 2.379 1.340 -0.2301
N 1.378 1.292 1.632 0.0716
C -0.445 2.162 0.367 -0.4998
O -1.520 2.933 0.491 0.1549
O -0.375 1.359 -0.535 -0.1145
H 4.434 -0.694 3.791 0.1517
H 3.689 2.634 3.649 0.1351
H 2.456 4.719 2.995 0.1308
H 0.474 4.526 1.517 0.1337
H -1.463 3.502 1.274 0.1298
F 0.936 -0.924 9.153 0.1560
C 0.713 -1.235 7.881 -0.1169
C -0.587 -1.394 7.409 -0.1203
F -1.619 -1.265 8.246 0.1410
C -0.800 -1.700 6.072 -0.2383
F -2.045 -1.849 5.610 0.0722
C 0.252 -1.858 5.185 -0.4531
Se -0.037 -2.430 3.399 0.8843
C 1.539 -1.690 5.675 -0.2340
F 2.583 -1.856 4.846 0.0706
C 1.782 -1.380 7.005 -0.1294
F 3.035 -1.209 7.427 0.1376
O -1.217 0.561 2.355 -0.5003
S -1.996 -0.650 2.740 0.8439
C -3.604 -0.112 3.350 -0.3451
C -4.460 -1.063 3.891 -0.0761
C -5.733 -0.681 4.261 -0.0519
C -6.149 0.632 4.085 -0.0538
C -5.284 1.573 3.548 -0.0567
C -3.993 1.209 3.189 -0.0673
C -2.572 -1.370 1.202 -0.3984
C -3.023 -0.512 0.200 -0.0669
C -3.548 -1.050 -0.961 -0.0596
C -3.610 -2.436 -1.119 -0.0606
C -3.156 -3.280 -0.120 -0.0528
C -2.638 -2.745 1.053 -0.0939
H -4.123 -2.086 4.024 0.1179
H -6.406 -1.405 4.708 0.1190
H -7.148 0.929 4.381 0.1167
H -5.610 2.596 3.405 0.1134
H -3.295 1.933 2.789 0.0987
H -2.975 0.558 0.344 0.1083
H -3.934 -0.395 -1.736 0.1085
H -4.038 -2.869 -2.018 0.1138
H -3.212 -4.355 -0.243 0.1188
H -2.289 -3.384 1.860 0.0846
I 3.251 1.250 -1.118 1.0864
C 4.256 -0.612 -1.070 -0.7265
C 5.603 -0.699 -1.386 -0.1001
C 6.176 -1.961 -1.346 -0.0325
C 5.392 -3.052 -0.991 -0.0309
C 4.059 -2.843 -0.691 -0.1148
N 3.496 -1.629 -0.733 -0.0700
H 6.172 0.178 -1.662 0.1058
H 7.231 -2.089 -1.580 0.1267
H 5.821 -4.045 -0.937 0.1204
H 3.408 -3.662 -0.412 0.1229
C -1.070 0.856 -6.430 -0.1223
C -1.304 -0.112 -5.282 -0.5093
C -2.766 -0.204 -4.900 -0.1461
Sb -0.004 0.408 -3.511 1.7117
C 1.866 -0.676 -4.135 -0.5393
C 1.702 -2.137 -3.777 -0.1566
C 2.204 -0.504 -5.611 -0.1159
C 0.442 2.616 -3.549 -0.5276
C -0.861 3.386 -3.504 -0.1329
C 1.335 2.998 -4.723 -0.1178
H -1.655 0.512 -7.295 0.1047
H -0.023 0.907 -6.740 0.0613
H -1.415 1.863 -6.190 0.0703
H -0.916 -1.103 -5.529 0.0809
H -3.165 0.767 -4.588 0.0836
H -2.932 -0.910 -4.085 0.0543
H -3.354 -0.546 -5.759 0.0956
H 2.635 -0.207 -3.525 0.0069
H 0.887 -2.604 -4.343 0.0832
H 1.519 -2.286 -2.714 0.0343
H 2.615 -2.683 -4.028 0.0945
H 1.468 -0.978 -6.262 0.0786
H 3.158 -1.008 -5.799 0.0996
H 2.320 0.537 -5.917 0.0627
H 0.992 2.747 -2.614 0.0269
H -1.460 3.240 -4.401 0.0689
H -0.651 4.453 -3.442 0.0936
H -1.461 3.112 -2.637 0.0669
H 0.862 2.817 -5.692 0.0709
H 2.298 2.481 -4.700 0.0682
H 1.548 4.070 -4.663 0.0977
```

* LUMO (alpha / beta): -0.2880 / -0.2184 Eh
* HOMO level (alpha / beta): -12.3188 / -12.6043 eV
* energy: -6004.64458 Eh
* total charge: +2
* orbital gap (alpha / beta): 4.5 / 6.7 eV
* max |F|: 0.034 hartree/bohr